No. 1
C13H9N3O5S | wB97M-V/def2-TZVPD

Output
* Kohn-Sham gap: 6.92 eV
* maximum force: 6.1 eV/Å
* SMILES: O=c1ccc(S(=O)(=O)c2cc3cc4c(cc3[nH]2)OCO4)n[nH]1

Geometry (Å):
O (4.9686, -4.1709, 2.1509)
O (2.1499, 1.9253, 1.9602)
O (0.5552, 0.4892, 3.1248)
N (2.0891, -2.0459, 2.0831)
O (-3.6907, 1.9861, -3.6017)
O (-4.8330, 0.4042, -2.3737)
C (4.2728, -3.1289, 1.9872)
C (2.5621, -0.7984, 1.9016)
C (4.8744, -1.7862, 1.9521)
C (4.0519, -0.6444, 1.6589)
C (0.3480, 1.6322, -0.5342)
C (0.4093, 0.6905, 0.4799)
C (-1.6760, 1.9329, -2.2341)
C (-2.8546, -0.2127, -0.8761)
C (-3.0089, 1.5322, -2.4789)
C (-3.5719, 0.4979, -1.8276)
C (-0.9801, 1.3658, -1.1453)
C (-1.6053, 0.3105, -0.4960)
N (2.8693, -3.2201, 2.0471)
N (-0.7595, -0.2083, 0.4279)
C (-5.0162, 1.5377, -3.2514)
S (1.4542, 0.6437, 1.9968)
H (5.9864, -1.8153, 2.1597)
H (4.4145, 0.3697, 1.8536)
H (1.1686, 2.2846, -0.8179)
H (-1.3272, 2.7913, -2.8599)
H (-3.3667, -1.0199, -0.2404)
H (2.5673, -3.8390, 2.7818)
H (-0.9880, -1.0135, 1.0082)
H (-5.5927, 2.2444, -2.6543)
H (-5.4706, 1.2654, -4.1823)



No. 2
C44H42BN7PRbS2 | wB97M-V/def2-TZVPD

Output
* Kohn-Sham gap: 5.85 eV
* total charge: -2
* maximum force: 0.3 eV/Å
* energy above the lowest of the compared OMol25 structures with the same formula, charge and spin: 0.0 kJ/mol

Geometry (Å):
Rb (0.7861, -0.6286, 0.2968)
C (-2.8759, 0.7718, -1.2660)
C (-3.1440, -0.2153, -0.1743)
C (-4.2389, -0.2626, 0.7089)
C (-3.9708, -1.3329, 1.5400)
C (-4.7324, -1.8612, 2.7093)
N (-2.7985, -1.8685, 1.1492)
N (-2.2781, -1.1753, 0.1080)
B (-2.0024, -3.0022, 1.8408)
N (-1.1680, -2.4084, 2.9900)
N (-0.7725, -1.1137, 2.9802)
C (-0.0099, -0.9436, 4.0474)
C (0.5825, 0.3960, 4.3507)
C (0.1046, -2.1511, 4.7682)
C (-0.6405, -3.0612, 4.0420)
C (-0.8469, -4.5253, 4.2399)
N (-1.0746, -3.7047, 0.8241)
N (0.2811, -3.5698, 0.8764)
C (0.7705, -4.3471, -0.0789)
C (2.2465, -4.4474, -0.2860)
C (-0.2696, -4.9954, -0.7698)
C (-1.4276, -4.5519, -0.1632)
C (-2.8605, -4.8228, -0.4785)
H (-3.8092, 1.1585, -1.6805)
H (-2.3078, 0.3153, -2.0771)
H (-2.3001, 1.6224, -0.8906)
H (-5.0978, 0.3894, 0.7394)
H (-5.6289, -1.2619, 2.8704)
H (-4.1229, -1.8234, 3.6146)
H (-5.0283, -2.9011, 2.5601)
H (-2.7988, -3.8113, 2.2882)
H (0.3385, 1.1001, 3.5560)
H (1.6708, 0.3509, 4.4163)
H (0.2040, 0.7912, 5.2976)
H (0.6683, -2.3365, 5.6691)
H (-0.2899, -4.8655, 5.1132)
H (-0.4950, -5.0786, 3.3662)
H (-1.9022, -4.7700, 4.3802)
H (2.7601, -3.6508, 0.2510)
H (2.5121, -4.3417, -1.3373)
H (2.6354, -5.4043, 0.0738)
H (-0.1887, -5.6477, -1.6252)
H (-2.9367, -5.4653, -1.3556)
H (-3.3877, -3.8886, -0.6880)
H (-3.3713, -5.3060, 0.3581)
S (4.3296, -2.0352, -2.4570)
C (2.7511, -2.1147, -3.0559)
N (1.6081, -2.0420, -2.4272)
C (0.5185, -2.1412, -3.2708)
C (-0.8116, -2.0922, -2.8565)
C (-1.8234, -2.1761, -3.7998)
C (-1.5303, -2.3164, -5.1581)
C (-0.2096, -2.3848, -5.5818)
C (0.8073, -2.3019, -4.6382)
S (2.5275, -2.3549, -4.8401)
H (-1.0513, -1.9977, -1.8036)
H (-2.8552, -2.1320, -3.4692)
H (-2.3334, -2.3768, -5.8831)
H (0.0277, -2.4989, -6.6335)
C (-1.9851, 6.4439, -1.9161)
C (-0.7666, 6.0977, -2.4908)
C (-0.0131, 5.0631, -1.9565)
C (-0.4596, 4.3434, -0.8429)
C (-1.6831, 4.7042, -0.2831)
C (-2.4405, 5.7465, -0.8085)
P (0.4919, 2.9617, -0.0365)
C (1.3510, 2.3228, -1.5268)
C (0.5421, 1.8445, -2.5611)
C (1.0956, 1.2523, -3.6878)
C (2.4732, 1.1280, -3.7969)
C (3.2857, 1.5964, -2.7751)
C (2.7325, 2.1916, -1.6483)
C (1.7378, 3.9639, 0.8632)
C (1.8041, 5.3322, 0.9191)
C (2.7815, 5.9515, 1.7339)
C (3.6710, 5.2038, 2.4535)
C (3.6326, 3.7861, 2.4067)
C (4.5531, 2.9631, 3.1024)
C (4.4636, 1.6025, 2.9677)
C (3.4546, 1.0110, 2.1673)
C (2.4975, 1.7337, 1.4773)
C (2.6410, 3.1503, 1.6134)
H (-2.5742, 7.2523, -2.3335)
H (-0.4049, 6.6387, -3.3577)
H (0.9347, 4.7978, -2.4096)
H (-2.0477, 4.1470, 0.5738)
H (-3.3917, 6.0062, -0.3588)
H (-0.5364, 1.9279, -2.4807)
H (0.4482, 0.8549, -4.4615)
H (2.9099, 0.6269, -4.6504)
H (4.3573, 1.4558, -2.8341)
H (3.3747, 2.5259, -0.8453)
H (1.1177, 5.9513, 0.3532)
H (2.8257, 7.0349, 1.7747)
H (4.4292, 5.6890, 3.0622)
H (5.3224, 3.4188, 3.7184)
H (5.1782, 0.9686, 3.4872)
H (3.4572, -0.0796, 2.1079)



No. 3
C14H8BF9MnN5O2S | wB97M-V/def2-TZVPD

Output
* Kohn-Sham gap (alpha / beta): 7.29 / 7.41 eV
* total charge: -1
* maximum force: 2.1 eV/Å
* energy above the lowest of the compared OMol25 structures with the same formula, charge and spin: 105.9 kJ/mol
* multiplicity: 2

Geometry (Å):
Mn (0.2448, -1.1264, 0.7729)
F (-3.1912, 0.1264, -5.1466)
C (-2.9475, -0.0516, -3.8406)
C (-1.8686, -0.8112, -3.4277)
F (-1.0511, -1.3598, -4.3352)
C (-1.6521, -0.9979, -2.0819)
F (-0.5989, -1.7537, -1.7149)
C (-2.4745, -0.4639, -1.0898)
S (-2.2177, -0.7854, 0.5973)
C (-3.5448, 0.3058, -1.5448)
F (-4.3819, 0.8656, -0.6650)
C (-3.7810, 0.5095, -2.8913)
F (-4.8301, 1.2438, -3.2901)
N (-1.0436, -4.2603, 2.7620)
N (-0.4917, -4.0125, 1.5446)
N (-0.7902, -4.6754, 0.4604)
C (-0.0029, -4.1007, -0.4359)
N (0.7839, -3.1635, 0.1052)
N (0.4472, -3.1154, 1.3847)
H (-2.0482, -4.1566, 2.7059)
H (-0.6336, -3.5969, 3.4258)
H (0.0063, -4.3749, -1.4754)
O (0.1957, 1.5212, -1.7700)
C (0.9228, 1.4353, -0.7905)
O (1.0395, 0.3934, -0.0340)
C (1.8095, 2.5873, -0.3958)
C (2.0795, 3.5927, -1.3160)
C (2.8727, 4.6706, -0.9549)
C (3.3851, 4.7567, 0.3327)
C (3.1147, 3.7537, 1.2538)
C (2.3326, 2.6673, 0.8903)
H (1.6570, 3.5092, -2.3089)
H (3.0856, 5.4453, -1.6818)
H (3.9960, 5.6054, 0.6158)
H (3.5137, 3.8160, 2.2587)
H (2.1180, 1.8763, 1.5961)
F (0.4558, -0.6717, 2.7995)
B (0.8122, -1.1776, 4.1532)
F (2.1849, -1.2935, 4.1963)
F (0.1812, -2.4405, 4.2605)
F (0.3110, -0.2920, 5.0753)



No. 4
C40H45AsGeN4NiS | wB97M-V/def2-TZVPD

Output
* Kohn-Sham gap (alpha / beta): 5.69 / 6.30 eV
* total charge: +1
* maximum force: 0.9 eV/Å
* energy above the lowest of the compared OMol25 structures with the same formula, charge and spin: 199.3 kJ/mol
* multiplicity: 4

Geometry (Å):
Ni (0.1255, -0.6384, -0.7126)
S (2.1662, -0.8779, -1.6775)
C (1.7049, 0.7487, -2.0714)
C (2.5686, 1.8129, -2.0942)
C (2.1176, 3.1204, -2.2965)
C (0.7276, 3.3318, -2.4119)
C (-0.1444, 2.3005, -2.4126)
N (0.2847, 0.9200, -2.3656)
H (3.6113, 1.6064, -1.8944)
H (2.8094, 3.9501, -2.3282)
H (0.3344, 4.3359, -2.5102)
H (-1.2010, 2.4494, -2.5700)
C (-3.8640, -1.9694, -3.2630)
N (-3.1277, -1.1568, -2.2711)
C (-3.9255, -0.9696, -1.0395)
C (-2.6286, 0.1619, -2.7999)
C (-1.5410, 0.0023, -3.8368)
C (-1.9168, -0.3878, -5.1245)
C (-0.9851, -0.6167, -6.1197)
C (0.3605, -0.4146, -5.8521)
C (0.7494, 0.0549, -4.6105)
C (-0.1791, 0.2594, -3.5947)
H (-4.1888, -2.8945, -2.7911)
H (-3.2197, -2.2162, -4.1008)
H (-4.7370, -1.4246, -3.6210)
H (-2.2776, -1.7069, -1.9996)
H (-4.7775, -0.3231, -1.2384)
H (-3.2945, -0.5183, -0.2777)
H (-4.2810, -1.9370, -0.6896)
H (-2.2739, 0.7255, -1.9390)
H (-3.4895, 0.6787, -3.2269)
H (-2.9692, -0.4937, -5.3635)
H (-1.3118, -0.9230, -7.1052)
H (1.1023, -0.5766, -6.6231)
H (1.7895, 0.2815, -4.4159)
C (-1.3756, 2.9440, 2.5896)
As (-1.9039, 2.2555, 0.8410)
C (-3.8334, 2.0694, 1.2273)
C (-2.0736, 4.0128, -0.0111)
H (-2.1749, 3.5729, 2.9852)
H (-0.4751, 3.5461, 2.4727)
H (-1.1616, 2.1417, 3.2932)
H (-4.4102, 2.1097, 0.3039)
H (-4.1485, 2.8973, 1.8631)
H (-4.0578, 1.1354, 1.7444)
H (-2.6437, 4.6694, 0.6486)
H (-2.5853, 3.9572, -0.9722)
H (-1.0818, 4.4392, -0.1598)
N (0.9754, -6.2668, 1.2423)
C (0.7535, -5.4916, 0.4246)
C (0.5394, -4.5821, -0.6619)
C (1.1235, -4.8649, -1.8937)
C (0.8092, -4.0642, -2.9721)
C (-0.0342, -2.9959, -2.7830)
N (-0.5645, -2.6679, -1.5909)
C (-0.2977, -3.4758, -0.5466)
H (1.7780, -5.7205, -1.9960)
H (1.1984, -4.2736, -3.9586)
H (-0.3147, -2.3670, -3.6190)
H (-0.8409, -3.2879, 0.3708)
C (-1.1707, -0.7803, 2.7638)
Ge (0.4493, -0.5556, 1.6134)
C (1.7257, -1.8978, 2.3046)
C (1.3826, -2.7702, 3.3351)
C (2.3534, -3.5440, 3.9600)
C (3.6733, -3.4673, 3.5439)
C (4.0260, -2.6122, 2.5075)
C (3.0569, -1.8346, 1.8879)
C (1.3321, 1.1607, 2.0926)
C (1.4968, 2.0891, 1.0940)
C (2.1143, 3.3378, 1.3186)
C (2.5417, 3.6623, 2.5726)
C (2.3733, 2.7541, 3.6463)
C (2.7641, 3.1050, 4.9615)
C (2.6018, 2.2328, 5.9988)
C (2.0527, 0.9561, 5.7627)
C (1.6615, 0.5907, 4.5055)
C (1.7896, 1.4781, 3.4072)
H (-0.9434, -0.4865, 3.7896)
H (-1.5205, -1.8158, 2.7747)
H (-1.9855, -0.1505, 2.4027)
H (0.3530, -2.8390, 3.6733)
H (2.0724, -4.2074, 4.7689)
H (4.4260, -4.0833, 4.0204)
H (5.0607, -2.5397, 2.1925)
H (3.3330, -1.1598, 1.0840)
H (1.1287, 1.8701, 0.1009)
H (2.2330, 4.0333, 0.4957)
H (3.0156, 4.6171, 2.7723)
H (3.1867, 4.0893, 5.1308)
H (2.8980, 2.5152, 7.0010)
H (1.9414, 0.2623, 6.5870)
H (1.2580, -0.3978, 4.3369)



No. 5
C6H12CrO14S2 | wB97M-V/def2-TZVPD

Output
* Kohn-Sham gap (alpha / beta): 5.31 / 6.34 eV
* total charge: -2
* maximum force: 7.8 eV/Å
* energy above the lowest of the compared OMol25 structures with the same formula, charge and spin: 104.7 kJ/mol
* multiplicity: 5

Geometry (Å):
Cr (-0.0501, 0.4506, 0.2784)
S (0.4922, -0.9528, 2.4484)
O (-0.6080, -1.7144, 3.0468)
O (0.6343, -1.3161, 1.0468)
O (0.1700, 0.4598, 2.2969)
O (1.7389, -1.1341, 3.1217)
S (-0.9073, 1.7351, -1.8958)
O (-2.2394, 1.8430, -2.4796)
O (-0.3201, 0.4251, -1.8632)
O (-0.2801, 2.5944, -2.9173)
O (-0.8403, 2.1508, -0.5030)
C (-2.5559, -2.0871, -1.7489)
O (-3.3431, -2.0187, -0.5346)
C (-3.0445, -1.0556, 0.3694)
O (-1.9985, -0.4182, 0.3339)
O (-4.1094, -0.8567, 1.1874)
C (-4.0253, -0.0256, 2.2980)
H (-1.4877, -2.0015, -1.5500)
H (-2.9186, -1.3285, -2.4425)
H (-2.7173, -3.0847, -2.1576)
H (-3.0225, -0.0161, 2.7251)
H (-4.7031, -0.4015, 3.0644)
H (-4.2414, 0.9930, 1.9758)
C (2.9886, 1.7180, -2.6155)
O (3.7950, 1.1064, -1.6326)
C (3.1900, 0.6982, -0.4575)
O (1.9820, 0.8268, -0.1720)
O (4.1560, 0.0755, 0.2698)
C (4.0187, -0.4781, 1.5302)
H (2.2928, 2.4068, -2.1365)
H (2.4007, 0.9941, -3.1798)
H (3.6152, 2.2923, -3.2979)
H (3.4559, -1.4089, 1.4597)
H (3.4610, 0.1699, 2.2063)
H (5.0214, -0.6414, 1.9254)



No. 6
C21H21F3Li2N3O7 | wB97M-V/def2-TZVPD

Output
* Kohn-Sham gap (alpha / beta): 8.74 / 6.94 eV
* maximum force: 6.1 eV/Å
* multiplicity: 2

Geometry (Å):
Li (-0.4578, -1.5483, -0.1847)
Li (-2.4781, -0.2467, 1.4107)
C (-2.7395, -2.4564, -0.8687)
O (-1.6943, -2.5968, -1.5739)
O (-2.6255, -1.7785, 0.1169)
O (-3.7379, -2.9773, -1.3513)
C (-0.0106, 1.5125, 2.1788)
O (-0.8047, 1.6634, 3.3978)
O (-0.5063, 0.3943, 1.4432)
C (0.2378, 2.9307, 1.5211)
F (-0.9417, 3.5885, 1.3031)
F (0.9379, 3.7777, 2.2520)
F (0.8219, 2.7827, 0.3226)
C (-0.0624, 2.1594, 4.5261)
C (-1.0012, 1.7711, 5.6459)
H (-1.9992, 2.1549, 5.4337)
H (-0.9958, 0.6950, 5.8192)
H (-0.5891, 2.0550, 6.6142)
H (0.2356, 3.2056, 4.4578)
H (0.8496, 1.6175, 4.7765)
H (0.9441, 1.1423, 2.5526)
C (-1.0158, 1.5183, -2.0533)
C (-2.3932, 1.2549, -2.3142)
C (-2.9739, 1.8409, -3.4606)
C (-2.3226, 2.7335, -4.2784)
C (-0.9919, 3.0970, -3.9721)
C (-0.4111, 2.4724, -2.8743)
N (-2.9180, 3.3187, -5.4736)
O (-2.2802, 4.2042, -6.0239)
O (-3.9925, 2.8992, -5.9355)
H (-0.5242, 1.0536, -1.2114)
H (-2.9338, 0.5726, -1.6749)
H (-3.9340, 1.3840, -3.6497)
H (-0.3496, 3.7349, -4.5610)
H (0.5940, 2.7875, -2.6358)
N (0.5157, -3.0120, 1.0129)
C (-0.0562, -3.9464, 1.8349)
C (0.5916, -4.5986, 2.8785)
C (1.9276, -4.4667, 3.0028)
C (2.5885, -3.5112, 2.1505)
C (1.8598, -2.8968, 1.2179)
H (-1.1164, -4.1426, 1.7713)
H (0.0506, -5.2910, 3.5064)
H (2.4375, -5.0154, 3.7808)
H (3.6644, -3.4210, 2.1791)
H (2.4037, -2.1366, 0.6769)
N (1.1628, -0.9430, -1.3156)
C (2.1143, -0.0172, -1.1161)
C (3.3781, 0.0011, -1.7032)
C (3.6249, -0.9857, -2.6439)
C (2.5722, -1.8632, -3.0876)
C (1.3783, -1.7896, -2.3761)
H (1.8378, 0.7074, -0.3645)
H (4.1683, 0.7186, -1.5385)
H (4.6171, -1.0816, -3.0597)
H (2.7589, -2.5296, -3.9167)
H (0.5846, -2.4972, -2.5649)



No. 7
C4H8N2 | wB97M-V/def2-TZVPD

Output
* Kohn-Sham gap: 10.17 eV
* maximum force: 1.3 eV/Å
* SMILES: [H]/N=C(C)\N=C/C
* energy above the lowest of the compared OMol25 structures with the same formula, charge and spin: 68.9 kJ/mol

Geometry (Å):
C (0.7479, 1.0431, -0.7983)
C (-1.0644, -0.1679, 0.1685)
C (1.7842, -0.0348, -0.8648)
C (-1.1900, -0.2257, 1.6639)
N (-1.6874, -1.0076, -0.5413)
N (-0.4039, 0.9242, -0.3196)
H (1.0055, 2.0207, -1.1935)
H (1.8189, -0.5707, 0.0830)
H (2.7635, 0.3724, -1.0994)
H (1.5146, -0.7602, -1.6337)
H (-1.3503, -1.2576, 1.9608)
H (-2.0525, 0.3618, 1.9730)
H (-0.3042, 0.1804, 2.1463)
H (-1.5818, -0.8780, -1.5449)



No. 8
C8H17N2O | wB97M-V/def2-TZVPD

Output
* Kohn-Sham gap: 9.94 eV
* total charge: +1
* maximum force: 4.9 eV/Å
* SMILES: CCC1([C@@H](C=[NH2+])NC)COC1
* energy above the lowest of the compared OMol25 structures with the same formula, charge and spin: 414.9 kJ/mol

Geometry (Å):
C (2.0384, -0.2702, 0.2389)
C (0.0756, -1.4578, -1.0766)
C (0.3294, -1.8784, 0.9849)
C (-0.4849, -0.8458, 0.2847)
C (-2.5808, -0.1618, -0.8502)
C (0.5044, 2.8445, 0.5971)
C (-1.9913, -0.6451, 0.4512)
C (0.3482, 0.4317, 0.5790)
N (2.7755, 0.2177, -0.7235)
N (-0.0045, 1.6302, -0.1059)
O (1.1212, -2.0058, -0.2068)
H (2.7213, -0.7828, 1.0898)
H (-0.6798, -2.1496, -1.2493)
H (0.3317, -0.9359, -1.9837)
H (0.7623, -1.8269, 1.9439)
H (-0.3929, -2.7352, 1.0618)
H (-1.9269, 0.3136, -1.4423)
H (-3.4074, 0.3844, -0.5953)
H (-2.7956, -0.9925, -1.4294)
H (1.6002, 2.7883, 0.7781)
H (0.4042, 3.7444, 0.0750)
H (-0.1679, 2.8053, 1.5343)
H (-2.4171, -1.5780, 0.7742)
H (-2.2071, 0.0926, 1.2133)
H (0.4222, 0.7563, 1.6002)
H (3.6110, -0.2105, -0.9850)
H (-0.2769, 1.7252, -1.0907)
H (2.2874, 0.7422, -1.4678)



Which of these has the lowest maximum force?
C44H42BN7PRbS2



Which of these has the lowest maximum force?
C44H42BN7PRbS2